Entry from the OMol25 dataset: 3 unconnected molecules or ions with the total composition C3H10O4 (wB97M-V/def2-TZVPD).

Values from the calculation:
- energy above the lowest of the compared OMol25 structures with the same formula, charge and spin (kcal/mol) = 23.1
- SMILES = CCC(=O)O.O.O
- HOMO energy (eV) = -10.75
- max |F| (eV/Å) = 2.8
- gap between HOMO and LUMO (eV) = 11.09
- energy (eV) = -11462.7506

Bonds (Å) are listed after each position.
Positions of all 17 atoms, in Å:
1 C -0.35 -0.96 -2.11  C2 1.514, H6 1.143, H7 1.145, H8 1.091
2 C -0.70 -0.44 -0.73  C1 1.514, C3 1.517, H9 1.085, H10 1.070
3 C 0.45 -0.78 0.19  C2 1.517, O4 1.194, O5 1.381
4 O 1.39 -1.50 0.03  C3 1.194
5 O 0.48 0.17 1.19  C3 1.381, H11 0.964
6 H -0.52 -2.09 -2.18  C1 1.143
7 H 0.79 -0.99 -2.13  C1 1.145
8 H -0.64 -0.32 -2.95  C1 1.091
9 H -0.67 0.64 -0.70  C2 1.085
10 H -1.63 -0.62 -0.22  C2 1.070
11 H 1.01 -0.01 1.97  O5 0.964
12 O -3.54 3.18 -1.52  H13 0.962, H14 0.964
13 H -3.51 4.13 -1.68  O12 0.962
14 H -2.91 2.97 -0.82  O12 0.964
15 O 3.29 -1.48 4.01  H16 0.964, H17 0.962
16 H 4.15 -1.08 4.20  O15 0.964
17 H 2.89 -0.83 3.44  O15 0.962

Entry from the OMol25 dataset: 6 unconnected molecules or ions with the total composition C17H18F5O17 (wB97M-V/def2-TZVPD).

Values from the calculation:
- HOMO energy (alpha / beta) (eV) = -10.91 / -10.91
- 2S+1 = 2
- max |F| (eV/Å) = 6.5
- gap between HOMO and LUMO (alpha / beta) (eV) = 10.85 / 6.82
- energy (eV) = -66312.8143

Bonds (Å) are listed after each position.
Positions of all 57 atoms, in Å:
1 C -1.34 1.00 5.88  C2 1.558, H5 1.090, H6 1.090, H7 1.090
2 C -2.28 -0.24 6.00  C1 1.558, O3 1.244, O4 1.212
3 O -2.73 -0.88 5.03  C2 1.244
4 O -2.70 -0.56 7.09  C2 1.212
5 H -1.19 1.53 6.81  C1 1.090
6 H -1.65 1.68 5.08  C1 1.090
7 H -0.36 0.57 5.65  C1 1.090
8 C -0.93 -1.60 2.34  C9 1.563, O13 1.417, H15 1.090, H16 1.090
9 C -0.78 -0.05 2.46  C8 1.563, O10 1.426, F14 1.347, H17 1.090
10 O -1.15 0.29 1.12  C9 1.426, C11 1.348
11 C -1.02 -0.76 0.29  O10 1.348, O12 1.222, O13 1.342
12 O -1.15 -0.60 -0.92  C11 1.222
13 O -0.84 -1.91 0.96  C8 1.417, C11 1.342
14 F 0.52 0.30 2.60  C9 1.347
15 H -1.93 -1.86 2.67  C8 1.090
16 H -0.19 -2.13 2.94  C8 1.090
17 H -1.34 0.41 3.28  C9 1.090
18 C -0.28 3.51 8.68  C19 1.487, O23 1.503, H25 1.090, H26 1.090
19 C 1.17 3.59 8.35  C18 1.487, O20 1.396, F24 1.331, H27 1.090
20 O 1.32 4.92 7.92  C19 1.396, C21 1.355
21 C 0.14 5.42 7.49  O20 1.355, O22 1.189, O23 1.339
22 O -0.05 6.51 7.05  C21 1.189
23 O -0.81 4.49 7.66  C18 1.503, C21 1.339
24 F 1.46 2.66 7.44  C19 1.331
25 H -0.45 3.95 9.66  C18 1.090
26 H -0.66 2.49 8.70  C18 1.090
27 H 1.71 3.44 9.28  C19 1.090
28 C 0.02 4.28 3.92  C29 1.496, O33 1.412, H35 1.090, H36 1.090
29 C -0.46 5.59 3.37  C28 1.496, O30 1.391, F34 1.367, H37 1.090
30 O -1.80 5.26 3.15  C29 1.391, C31 1.261
31 C -1.89 4.07 2.75  O30 1.261, O32 1.186, O33 1.387
32 O -2.87 3.54 2.34  C31 1.186
33 O -0.71 3.41 3.08  C28 1.412, C31 1.387
34 F 0.14 5.96 2.21  C29 1.367
35 H -0.11 4.13 4.99  C28 1.090
36 H 1.11 4.34 3.93  C28 1.090
37 H -0.35 6.47 4.00  C29 1.090
38 C -4.01 3.65 7.66  C39 1.550, O43 1.401, H45 1.090, H46 1.090
39 C -4.19 4.37 6.29  C38 1.550, O40 1.411, F44 1.334, H47 1.090
40 O -4.80 3.39 5.49  C39 1.411, C41 1.350
41 C -4.94 2.24 6.18  O40 1.350, O42 1.242, O43 1.354
42 O -5.25 1.13 5.74  C41 1.242
43 O -4.71 2.45 7.50  C38 1.401, C41 1.354
44 F -2.98 4.65 5.80  C39 1.334
45 H -4.50 4.16 8.50  C38 1.090
46 H -3.00 3.43 7.99  C38 1.090
47 H -4.79 5.27 6.27  C39 1.090
48 C 0.25 -1.78 8.84  C49 1.523, O53 1.397, H55 1.090, H56 1.090
49 C -0.35 -0.59 9.58  C48 1.523, O50 1.415, F54 1.328, H57 1.090
50 O 0.60 0.44 9.41  C49 1.415, C51 1.343
51 C 1.75 -0.16 9.05  O50 1.343, O52 1.239, O53 1.277
52 O 2.73 0.54 8.75  C51 1.239
53 O 1.60 -1.42 8.87  C48 1.397, C51 1.277
54 F -0.46 -0.84 10.88  C49 1.328
55 H -0.07 -1.71 7.81  C48 1.090
56 H -0.05 -2.75 9.23  C48 1.090
57 H -1.34 -0.34 9.20  C49 1.090

Entry from the OMol25 dataset: C4H10BN in the gas phase (wB97M-V/def2-TZVPD).

Values from the calculation:
- energy above the lowest of the compared OMol25 structures with the same formula, charge and spin (kcal/mol) = 90.7
- HOMO energy (alpha / beta) (eV) = -8.21 / -8.73
- max |F| (eV/Å) = 4.5
- gap between HOMO and LUMO (alpha / beta) (eV) = 8.37 / 8.99
- energy (eV) = -6473.1935

Bonds (Å) are listed after each position.
Positions of all 16 atoms, in Å:
1 B 1.65 0.84 0.14  C2 1.573, N6 1.386, H7 1.184
2 C 2.26 -0.59 -0.10  B1 1.573, H8 1.116, H9 1.076
3 C -0.48 -1.34 0.11  C4 1.475, H10 1.145, H11 1.016
4 C -0.82 0.05 0.47  C3 1.475, C5 1.439, N6 1.491, H12 1.067
5 C -1.99 0.42 -0.29  C4 1.439, H13 1.018, H14 1.075, H15 1.054
6 N 0.27 1.01 0.16  B1 1.386, C4 1.491, H16 1.016
7 H 2.31 1.82 0.12  B1 1.184
8 H 1.95 -1.08 -1.06  C2 1.116
9 H 2.96 -1.04 0.58  C2 1.076
10 H -0.09 -1.40 -0.96  C3 1.145
11 H -0.05 -1.96 0.80  C3 1.016
12 H -1.04 0.01 1.51  C4 1.067
13 H -1.71 0.38 -1.27  C5 1.018
14 H -2.51 1.30 0.04  C5 1.075
15 H -2.67 -0.38 -0.35  C5 1.054
16 H -0.04 1.97 0.12  N6 1.016

Entry from the OMol25 dataset: C3H7NO2S in the gas phase (wB97M-V/def2-TZVPD).

Values from the calculation:
- energy above the lowest of the compared OMol25 structures with the same formula, charge and spin (kcal/mol) = 18.1
- SMILES = NC(=O)OCCS
- HOMO energy (eV) = -9.23
- max |F| (eV/Å) = 3.0
- gap between HOMO and LUMO (eV) = 10.01
- energy (eV) = -19644.8195

Bonds (Å) are listed after each position.
Positions of all 14 atoms, in Å:
1 N 2.39 -0.39 -0.77  C2 1.378, H8 1.015, H9 0.998
2 C 1.40 -0.12 0.16  N1 1.378, O3 1.194, O4 1.350
3 O 1.40 -0.61 1.25  C2 1.194
4 O 0.61 0.79 -0.46  C2 1.350, C5 1.372
5 C -0.35 1.37 0.32  O4 1.372, C6 1.518, H10 1.109, H11 1.078
6 C -1.74 0.83 0.02  C5 1.518, S7 1.836, H12 1.197, H13 1.098
7 S -1.74 -0.99 -0.27  C6 1.836, H14 1.340
8 H 2.31 0.27 -1.54  N1 1.015
9 H 3.33 -0.47 -0.45  N1 0.998
10 H -0.08 1.11 1.36  C5 1.109
11 H -0.37 2.45 0.24  C5 1.078
12 H -2.00 1.32 -1.04  C6 1.197
13 H -2.42 1.22 0.78  C6 1.098
14 H -1.59 -1.32 1.02  S7 1.340

Entry from the OMol25 dataset: C5H10O2 in the gas phase (wB97M-V/def2-TZVPD).

Values from the calculation:
- energy above the lowest of the compared OMol25 structures with the same formula, charge and spin (kcal/mol) = 56.2
- SMILES = OC[C@H]1CCCO1
- HOMO energy (eV) = -9.62
- max |F| (eV/Å) = 1.2
- gap between HOMO and LUMO (eV) = 10.56
- energy (eV) = -9440.6059

Bonds (Å) are listed after each position.
Positions of all 17 atoms, in Å:
1 O -0.11 1.37 1.30  C2 1.408, H8 0.976
2 C -1.29 0.75 0.85  O1 1.408, C3 1.546, H9 1.104, H10 1.095
3 C -1.07 -0.23 -0.32  C2 1.546, C4 1.522, O7 1.416, H11 1.097
4 C 0.00 0.38 -1.22  C3 1.522, C5 1.664, H12 1.106, H13 1.090
5 C 1.36 -0.08 -0.37  C4 1.664, C6 1.553, H14 1.118, H15 1.082
6 C 0.81 -1.30 0.41  C5 1.553, O7 1.419, H16 1.101, H17 1.094
7 O -0.54 -1.49 0.02  C3 1.416, C6 1.419
8 H 0.55 1.21 0.60  O1 0.976
9 H -2.00 1.52 0.50  C2 1.104
10 H -1.75 0.20 1.68  C2 1.095
11 H -2.07 -0.41 -0.75  C3 1.097
12 H -0.26 1.42 -1.47  C4 1.106
13 H 0.13 -0.15 -2.16  C4 1.090
14 H 1.98 0.48 0.36  C5 1.118
15 H 2.08 -0.32 -1.14  C5 1.082
16 H 0.84 -1.13 1.50  C6 1.101
17 H 1.36 -2.23 0.21  C6 1.094

Entry from the OMol25 dataset: 2 unconnected molecules or ions with the total composition C3H5O2P (wB97M-V/def2-TZVPD).

Values from the calculation:
- energy above the lowest of the compared OMol25 structures with the same formula, charge and spin (kcal/mol) = 61.3
- SMILES = O=[PH]=O.C#CC
- HOMO energy (eV) = -9.72
- max |F| (eV/Å) = 3.5
- gap between HOMO and LUMO (eV) = 8.90
- energy (eV) = -16573.1176

Bonds (Å) are listed after each position.
Positions of all 11 atoms, in Å:
1 O 2.31 -0.05 -1.08  P2 1.447
2 P 3.02 0.65 -0.04  O1 1.447, O3 1.469, H4 1.369
3 O 4.13 1.58 -0.31  P2 1.469
4 H 3.04 0.14 1.23  P2 1.369
5 C 0.20 -1.67 -0.31  C6 1.209, H8 1.075
6 C -0.56 -0.91 0.24  C5 1.209, C7 1.420
7 C -1.89 -0.75 0.69  C6 1.420, H9 1.064, H10 1.136, H11 1.135
8 H 0.88 -2.19 -0.97  C5 1.075
9 H -2.24 -1.72 0.96  C7 1.064
10 H -2.48 -0.31 -0.18  C7 1.136
11 H -2.13 -0.29 1.70  C7 1.135

Entry from the OMol25 dataset: 2 unconnected molecules or ions with the total composition C4H10O (wB97M-V/def2-TZVPD).

Values from the calculation:
- energy above the lowest of the compared OMol25 structures with the same formula, charge and spin (kcal/mol) = 59.8
- SMILES = C=O.CCC
- HOMO energy (eV) = -10.26
- max |F| (eV/Å) = 5.4
- gap between HOMO and LUMO (eV) = 10.24
- energy (eV) = -6355.2083

Bonds (Å) are listed after each position.
Positions of all 15 atoms, in Å:
1 C -2.75 -0.89 2.98  O2 1.245, H3 1.131, H4 1.167
2 O -3.71 -0.10 2.93  C1 1.245
3 H -2.74 -1.85 2.39  C1 1.131
4 H -2.35 -1.15 4.05  C1 1.167
5 C 2.52 1.32 -2.47  C6 1.495, H8 1.143, H9 1.093, H10 1.110
6 C 2.45 -0.02 -1.82  C5 1.495, C7 1.552, H11 1.195, H12 1.113
7 C 1.05 -0.33 -1.24  C6 1.552, H13 1.022, H14 1.104, H15 1.113
8 H 1.89 1.96 -1.77  C5 1.143
9 H 3.55 1.69 -2.53  C5 1.093
10 H 2.05 1.44 -3.46  C5 1.110
11 H 2.65 -0.90 -2.60  C6 1.195
12 H 3.02 0.07 -0.86  C6 1.113
13 H 1.00 -1.27 -0.83  C7 1.022
14 H 0.27 -0.20 -2.01  C7 1.104
15 H 0.68 0.48 -0.58  C7 1.113

Entry from the OMol25 dataset: 2 unconnected molecules or ions with the total composition C7H12NO2PS (wB97M-V/def2-TZVPD).

Values from the calculation:
- energy above the lowest of the compared OMol25 structures with the same formula, charge and spin (kcal/mol) = 46.6
- SMILES = CCP(O)n1sccc1=O.C=C
- HOMO energy (eV) = -8.48
- max |F| (eV/Å) = 4.7
- gap between HOMO and LUMO (eV) = 8.95
- energy (eV) = -33160.9498

Bonds (Å) are listed after each position.
Positions of all 24 atoms, in Å:
1 C 0.72 0.66 2.18  C2 1.557, H11 1.049, H12 1.113, H13 1.094
2 C 0.55 1.37 0.80  C1 1.557, P3 1.882, H14 1.104, H15 1.104
3 P -0.02 0.20 -0.56  C2 1.882, O4 1.631, N5 1.786
4 O 0.15 1.14 -1.89  P3 1.631, H16 0.912
5 N 1.45 -0.78 -0.79  P3 1.786, S6 1.627, C9 1.382
6 S 3.03 -0.67 -0.40  N5 1.627, C7 1.774
7 C 3.40 -2.27 -1.09  S6 1.774, C8 1.357, H17 1.127
8 C 2.26 -2.83 -1.57  C7 1.357, C9 1.455, H18 1.139
9 C 1.10 -1.97 -1.40  N5 1.382, C8 1.455, O10 1.233
10 O -0.07 -2.14 -1.73  C9 1.233
11 H 1.64 0.17 2.32  C1 1.049
12 H 0.67 1.49 2.91  C1 1.113
13 H -0.15 0.01 2.27  C1 1.094
14 H 1.50 1.86 0.52  C2 1.104
15 H -0.26 2.09 1.00  C2 1.104
16 H 0.88 1.67 -1.78  O4 0.912
17 H 4.49 -2.48 -1.23  C7 1.127
18 H 2.21 -3.88 -2.00  C8 1.139
19 C -3.88 1.26 1.07  C20 1.328, H21 1.025, H22 1.043
20 C -3.97 0.81 -0.17  C19 1.328, H23 1.068, H24 1.204
21 H -4.78 1.64 1.39  C19 1.025
22 H -3.09 1.37 1.75  C19 1.043
23 H -4.81 0.89 -0.83  C20 1.068
24 H -3.01 0.40 -0.77  C20 1.204

> Number 2 is which compound?

C17H18F5O17

> What is the formula in the fourth record?

C3H7NO2S

> Look up the max |F| of the seventh one.

5.4 eV/Å

> What is the formula in the fourth record?

C3H7NO2S